Entry 1:
The following is a quantum chemistry calculation of 5 unconnected molecules or ions with the total composition C38H50F32NO10P3Si at a distorted geometry, from the Open Molecules 2025 dataset.

## Properties
SMILES string: C[Si](C)(CCCCCCCC[PH](COO)(OC#N)PP(=O)(O)O)c1ccccc1.FC(F)C(F)(F)COC(F)(F)C(F)F.FC(F)C(F)(F)COC(F)(F)C(F)F.FC(F)C(F)(F)COC(F)(F)C(F)F.FC(F)C(F)(F)COC(F)(F)C(F)F
Lowest unoccupied orbital energy in eV: -0.11

Each line ends with the Mulliken charge.
CARTESIAN COORDINATES (ANGSTROEM)
C1 3.316 -5.505 -1.247  -1.240
Si1 3.007 -3.988 -2.325  -0.228
C2 4.268 -4.016 -3.720  -0.979
C3 3.208 -2.493 -1.203  -0.556
C4 3.411 -1.134 -1.913  -0.953
C5 2.569 0.003 -1.335  -0.894
C6 1.109 -0.377 -1.081  1.098
C7 0.096 0.776 -1.229  -0.740
C8 -1.015 0.486 -2.245  -0.883
C9 -2.370 0.108 -1.604  -1.065
C10 -2.766 -1.294 -2.030  -0.045
P1 -4.144 -2.051 -1.114  0.406
C11 -3.972 -3.808 -0.535  -0.745
O1 -5.157 -4.069 0.163  -0.218
O2 -5.206 -5.496 0.283  -0.386
O3 -3.435 -1.548 0.505  -0.649
C12 -4.055 -0.667 1.161  0.632
N1 -4.623 0.127 1.765  -0.588
P2 -5.071 -2.848 -3.070  -0.256
P3 -5.953 -1.122 -4.003  0.824
O4 -4.981 -0.042 -4.125  -0.589
O5 -6.473 -1.591 -5.447  -0.505
O6 -7.285 -0.676 -3.212  -0.514
C13 1.271 -4.108 -3.063  0.647
C14 0.681 -3.017 -3.732  -0.071
C15 -0.605 -3.097 -4.267  -0.650
C16 -1.352 -4.274 -4.147  -0.395
C17 -0.783 -5.377 -3.507  -0.902
C18 0.510 -5.289 -2.979  -0.145
H1 4.395 -5.620 -1.167  0.353
H2 2.927 -5.386 -0.242  0.308
H3 2.943 -6.414 -1.706  0.351
H4 3.955 -3.326 -4.495  0.408
H5 4.276 -5.026 -4.115  0.164
H6 5.252 -3.751 -3.348  0.392
H7 2.393 -2.457 -0.489  0.466
H8 4.100 -2.705 -0.615  0.522
H9 3.195 -1.215 -2.978  0.313
H10 4.456 -0.849 -1.845  0.498
H11 3.009 0.415 -0.435  0.105
H12 2.568 0.815 -2.061  0.472
H13 0.851 -1.151 -1.799  -1.023
H14 1.006 -0.826 -0.098  0.432
H15 0.602 1.701 -1.485  0.612
H16 -0.335 0.953 -0.249  -0.085
H17 -0.709 -0.326 -2.898  0.269
H18 -1.132 1.355 -2.884  0.569
H19 -2.268 0.216 -0.532  0.444
H20 -3.117 0.827 -1.924  0.281
H21 -3.064 -1.246 -3.070  0.526
H22 -1.933 -1.994 -1.977  0.193
H23 -5.321 -1.377 -0.776  0.161
H24 -3.906 -4.451 -1.409  0.488
H25 -3.085 -3.881 0.089  0.529
H26 -6.151 -5.635 0.419  0.307
H27 -6.163 -3.652 -2.670  0.067
H28 -7.245 -2.160 -5.352  0.333
H29 -7.742 -1.463 -2.892  0.360
H30 1.252 -2.106 -3.826  0.169
H31 -1.025 -2.245 -4.782  0.400
H32 -2.351 -4.325 -4.548  0.470
H33 -1.343 -6.294 -3.418  0.447
H34 0.923 -6.159 -2.490  0.282
F1 -5.705 1.688 5.755  -0.235
C19 -5.531 2.283 4.554  0.355
F2 -4.462 3.111 4.659  -0.274
C20 -6.752 3.109 4.154  0.867
F3 -6.925 4.140 5.013  -0.273
F4 -6.440 3.640 2.939  -0.321
C21 -8.081 2.366 3.954  -0.787
O7 -9.026 2.387 5.011  -0.405
C22 -9.025 1.462 6.016  0.842
F5 -8.177 0.445 5.783  -0.287
F6 -10.272 0.936 6.074  -0.308
C23 -8.775 2.107 7.383  0.193
F7 -7.596 2.754 7.400  -0.214
F8 -8.745 1.133 8.321  -0.258
H35 -5.311 1.524 3.800  0.127
H36 -8.579 2.917 3.158  0.404
H37 -7.919 1.357 3.576  0.382
H38 -9.577 2.811 7.614  0.240
F9 4.392 -7.144 -7.988  -0.193
C24 4.911 -7.562 -9.158  0.071
F10 3.917 -8.126 -9.882  -0.269
C25 6.008 -8.607 -8.942  0.883
F11 5.483 -9.726 -8.401  -0.271
F12 6.442 -8.922 -10.197  -0.327
C26 7.264 -8.185 -8.163  -0.695
O8 7.344 -8.534 -6.794  -0.385
C27 6.840 -7.736 -5.804  0.796
F13 6.454 -6.531 -6.261  -0.274
F14 7.835 -7.526 -4.914  -0.316
C28 5.717 -8.431 -5.030  0.172
F15 4.710 -8.784 -5.851  -0.218
F16 5.233 -7.568 -4.107  -0.184
H39 5.303 -6.704 -9.711  0.279
H40 8.069 -8.757 -8.620  0.391
H41 7.501 -7.134 -8.326  0.332
H42 6.095 -9.325 -4.530  0.211
F17 3.538 1.880 3.138  -0.238
C29 2.312 1.391 2.866  -0.056
F18 2.413 0.580 1.785  -0.169
C30 1.315 2.503 2.532  1.149
F19 1.677 3.117 1.386  -0.313
F20 0.139 1.853 2.296  -0.347
C31 1.005 3.546 3.616  -0.852
O9 1.671 4.794 3.539  -0.409
C32 2.894 5.010 4.110  0.715
F21 3.277 3.993 4.901  -0.300
F22 2.774 6.105 4.902  -0.259
C33 3.962 5.356 3.069  0.289
F23 4.082 4.366 2.166  -0.226
F24 5.145 5.510 3.701  -0.263
H43 1.964 0.799 3.716  0.261
H44 -0.040 3.804 3.453  0.409
H45 1.065 3.116 4.615  0.339
H46 3.698 6.284 2.556  0.215
F25 3.138 10.508 7.871  -0.227
C34 3.907 9.705 7.111  0.083
F26 5.189 10.123 7.221  -0.268
C35 3.500 9.769 5.637  0.941
F27 3.736 11.003 5.144  -0.283
F28 4.348 8.908 5.002  -0.305
C36 2.084 9.312 5.258  -0.673
O10 1.095 10.304 5.054  -0.422
C37 0.329 10.800 6.073  0.760
F29 0.487 10.111 7.217  -0.286
F30 -0.964 10.666 5.702  -0.302
C38 0.557 12.301 6.280  0.201
F31 1.850 12.556 6.553  -0.220
F32 -0.192 12.712 7.327  -0.256
H47 3.841 8.678 7.482  0.279
H48 2.200 8.866 4.272  0.333
H49 1.729 8.513 5.910  0.418
H50 0.263 12.849 5.383  0.240

Entry 2:
The following is a quantum chemistry calculation of 11 unconnected molecules or ions with the total composition C81H171BF10N7O8S2 at a distorted geometry, from the Open Molecules 2025 dataset.

## Properties
Charge: +3
Lowest unoccupied orbital energy in eV: -5.12
Energy relative to the best compared isomer or geometry (same formula, charge and spin) in kcal/mol: 0.0

Each line ends with the Mulliken charge.
CARTESIAN COORDINATES (ANGSTROEM)
C1 21.026 16.008 20.923  -1.351
C2 20.471 14.604 21.145  0.226
C3 20.540 13.852 19.803  0.091
C4 19.809 12.566 19.882  -1.185
N1 19.461 11.887 18.553  0.885
C5 18.380 12.729 17.661  0.023
C6 17.129 11.896 17.732  0.026
C7 17.702 10.529 17.801  -0.884
C8 18.773 10.604 18.841  -0.709
C9 20.622 11.656 17.654  -0.765
C10 21.844 11.079 18.279  -0.233
C11 22.739 10.670 17.102  -1.438
H1 21.132 16.499 21.885  0.519
H2 20.358 16.622 20.331  0.081
H3 21.966 15.991 20.404  0.426
H4 19.449 14.573 21.525  -0.377
H5 21.109 14.245 21.949  0.352
H6 21.589 13.664 19.572  0.235
H7 20.119 14.472 19.063  -0.129
H8 18.895 12.641 20.473  0.622
H9 20.401 11.762 20.350  0.503
H10 18.731 12.893 16.651  -0.109
H11 18.387 13.710 18.111  0.016
H12 16.476 11.986 16.878  0.245
H13 16.410 12.021 18.565  -0.166
H14 18.238 10.221 16.868  0.300
H15 16.985 9.779 17.971  0.604
H16 19.501 9.797 18.870  0.290
H17 18.449 10.685 19.884  0.483
H18 20.856 12.558 17.076  0.315
H19 20.200 10.943 16.905  0.408
H20 21.683 10.186 18.874  0.366
H21 22.346 11.794 18.940  0.256
H22 22.175 9.973 16.451  0.352
H23 23.682 10.241 17.414  0.445
H24 23.039 11.584 16.519  0.302
C12 12.165 26.876 10.912  -1.399
C13 12.435 25.410 10.912  -0.353
C14 11.984 24.746 12.271  -0.803
C15 12.224 23.199 12.348  -1.132
N2 11.906 22.452 13.640  1.783
C16 12.905 22.640 14.744  -1.279
C17 13.589 21.307 15.022  1.638
C18 12.593 20.305 14.493  1.064
C19 12.011 20.994 13.301  -1.590
C20 10.496 22.760 14.061  -1.506
C21 9.924 21.874 15.148  0.821
C22 8.614 22.588 15.611  -1.857
H25 12.740 27.382 11.688  0.345
H26 11.133 27.158 11.108  0.360
H27 12.492 27.351 9.980  0.387
H28 13.533 25.230 10.760  0.307
H29 11.937 24.910 10.092  0.365
H30 10.951 24.994 12.441  0.419
H31 12.579 25.179 13.061  0.407
H32 13.276 23.059 12.149  0.399
H33 11.671 22.713 11.563  0.655
H34 12.403 23.008 15.618  -0.018
H35 13.597 23.422 14.407  0.281
H36 13.777 21.193 16.100  -1.085
H37 14.499 21.211 14.453  -0.094
H38 11.760 20.075 15.196  0.037
H39 13.079 19.414 14.096  -0.297
H40 11.019 20.628 13.004  0.161
H41 12.670 20.864 12.444  0.483
H42 9.879 22.716 13.162  0.497
H43 10.451 23.809 14.297  0.588
H44 10.542 21.861 16.018  -0.355
H45 9.693 20.875 14.780  0.237
H46 7.939 22.553 14.754  0.474
H47 8.771 23.607 15.868  0.492
H48 8.142 21.999 16.386  0.450
C23 18.699 20.190 24.122  -1.337
C24 19.130 21.346 23.273  -0.111
C25 18.613 22.736 23.646  0.414
C26 19.221 23.954 22.924  -0.629
N3 18.291 25.102 22.726  0.899
C27 17.171 24.770 21.755  0.165
C28 16.763 26.188 21.297  -0.972
C29 18.082 26.934 21.109  -0.792
C30 19.038 26.256 22.084  -0.548
C31 17.673 25.670 23.996  -0.756
C32 18.531 25.635 25.253  -0.154
C33 17.961 26.445 26.375  -1.480
H49 17.600 20.042 24.083  0.091
H50 18.919 20.375 25.207  0.339
H51 19.146 19.245 23.825  0.358
H52 18.883 21.152 22.244  -0.082
H53 20.225 21.448 23.338  0.595
H54 18.726 22.809 24.743  0.095
H55 17.524 22.795 23.395  -0.126
H56 19.533 23.714 21.891  -0.166
H57 20.136 24.357 23.387  0.555
H58 16.449 24.107 22.232  -0.138
H59 17.647 24.126 20.965  -0.034
H60 16.105 26.714 21.982  0.414
H61 16.186 26.211 20.384  0.541
H62 17.954 27.985 21.265  0.419
H63 18.523 26.841 20.116  0.315
H64 19.354 26.858 22.945  0.516
H65 19.954 25.956 21.593  0.408
H66 16.829 25.060 24.258  0.385
H67 17.249 26.663 23.784  0.443
H68 19.533 26.033 24.978  0.327
H69 18.743 24.627 25.589  0.073
H70 18.077 27.482 26.106  0.381
H71 18.411 26.252 27.375  0.389
H72 16.914 26.164 26.541  0.341
C34 15.924 24.024 17.092  -1.739
C35 16.180 22.550 17.528  1.630
C36 17.277 21.923 16.614  -1.107
C37 17.674 20.520 17.162  -1.347
N4 18.747 19.813 16.300  1.136
C38 19.022 18.352 16.882  0.749
C39 20.494 18.355 17.392  -0.344
C40 21.126 19.368 16.488  -1.384
C41 20.086 20.492 16.384  0.037
C42 18.272 19.661 14.843  -2.120
C43 16.915 19.046 14.732  2.734
C44 16.537 19.046 13.264  -0.996
H73 16.656 24.789 17.348  0.372
H74 14.969 24.333 17.512  0.450
H75 15.877 23.994 15.988  0.282
H76 15.285 21.996 17.289  -0.663
H77 16.318 22.360 18.587  -0.581
H78 18.182 22.596 16.650  0.233
H79 16.957 21.906 15.590  1.053
H80 16.773 19.898 17.301  -0.270
H81 18.196 20.510 18.105  1.680
H82 18.942 17.636 16.079  -0.680
H83 18.246 18.070 17.604  -0.570
H84 20.910 17.380 17.300  0.369
H85 20.526 18.602 18.456  0.310
H86 21.256 18.815 15.559  0.469
H87 22.114 19.777 16.771  0.484
H88 20.149 21.239 15.576  0.384
H89 20.118 21.040 17.342  -0.433
H90 19.059 19.110 14.329  0.796
H91 18.226 20.677 14.437  0.486
H92 16.202 19.620 15.343  -0.641
H93 16.961 17.996 15.092  -0.509
H94 15.722 18.353 13.025  -0.394
H95 17.336 18.728 12.587  0.436
H96 16.310 20.090 13.023  0.523
C45 12.391 16.965 9.624  -1.387
C46 12.518 17.266 11.184  -0.283
C47 12.570 15.945 11.958  -0.854
C48 12.952 16.167 13.402  0.106
N5 13.372 14.888 14.156  0.693
C49 12.291 13.862 14.094  -0.785
C50 11.133 14.417 14.901  -0.962
C51 11.867 15.190 16.047  0.038
C52 13.341 15.206 15.644  -0.248
C53 14.674 14.359 13.623  -1.719
C54 15.955 15.192 13.844  2.225
C55 16.937 14.926 12.730  -2.058
H97 12.448 17.923 9.103  0.410
H98 11.408 16.529 9.412  0.342
H99 13.158 16.240 9.385  0.372
H100 11.659 17.866 11.471  0.232
H101 13.375 17.886 11.381  0.313
H102 13.343 15.336 11.505  0.379
H103 11.574 15.501 11.840  0.316
H104 12.216 16.678 13.963  1.237
H105 13.774 16.852 13.398  -1.151
H106 12.744 12.995 14.522  0.701
H107 12.043 13.625 13.050  0.504
H108 10.462 13.666 15.247  0.544
H109 10.459 15.088 14.366  0.265
H110 11.783 14.618 16.999  -0.225
H111 11.491 16.182 16.314  0.163
H112 13.917 14.476 16.149  1.214
H113 13.700 16.226 15.828  -0.910
H114 14.497 14.187 12.565  0.710
H115 14.805 13.394 14.071  0.506
H116 16.350 14.938 14.817  -0.157
H117 15.815 16.263 13.870  -1.065
H118 17.815 15.472 12.987  0.394
H119 16.589 15.257 11.752  0.497
H120 17.253 13.918 12.586  0.418
C56 15.562 21.350 21.116  0.694
C57 14.512 21.459 22.158  -0.795
C58 13.050 21.305 21.685  -1.236
C59 12.889 20.070 20.851  0.661
N6 11.541 19.488 20.693  1.257
C60 11.130 18.785 22.012  0.744
C61 10.041 17.799 21.630  -0.981
C62 10.194 17.652 20.110  -0.965
C63 11.496 18.320 19.693  0.772
C64 10.560 20.571 20.351  -1.163
C65 10.665 21.169 19.010  0.677
C66 9.953 22.575 18.942  -1.482
H121 15.300 20.529 20.422  -0.151
H122 16.512 21.234 21.655  -0.645
H123 15.669 22.295 20.581  -0.135
H124 14.685 22.384 22.691  0.787
H125 14.736 20.676 22.900  -0.050
H126 12.687 22.191 21.139  0.370
H127 12.424 21.319 22.614  0.484
H128 13.528 19.336 21.284  -0.112
H129 13.173 20.377 19.841  -0.364
H130 10.962 19.588 22.732  0.984
H131 11.988 18.206 22.232  -1.510
H132 9.011 18.011 22.001  0.312
H133 10.318 16.885 22.160  0.259
H134 9.321 17.905 19.549  0.414
H135 10.380 16.577 19.842  0.421
H136 11.686 18.657 18.681  0.415
H137 12.293 17.617 19.920  -1.094
H138 10.670 21.323 21.145  0.357
H139 9.562 20.085 20.470  0.855
H140 10.165 20.532 18.219  0.279
H141 11.701 21.305 18.724  -0.283
H142 10.585 23.280 19.453  0.473
H143 8.974 22.670 19.521  0.338
H144 9.753 22.906 17.927  0.110
C67 16.989 16.873 23.520  -0.071
C68 17.085 15.434 23.924  -1.230
C69 16.077 14.494 23.269  -0.531
C70 14.606 14.969 23.318  0.200
N7 13.676 14.020 22.590  1.350
C71 13.987 13.830 21.088  -0.081
C72 12.707 13.416 20.454  -0.146
C73 11.585 13.828 21.493  -1.354
C74 12.306 14.599 22.588  0.347
C75 13.701 12.670 23.294  -1.532
C76 13.478 12.663 24.823  -0.056
C77 13.565 11.203 25.225  -1.412
H145 16.084 17.387 23.896  0.015
H146 17.133 17.121 22.474  0.061
H147 17.828 17.310 24.042  0.329
H148 16.935 15.310 25.004  0.462
H149 18.084 15.004 23.670  0.355
H150 16.176 13.577 23.859  0.162
H151 16.431 14.305 22.268  0.027
H152 14.444 15.918 22.848  -0.550
H153 14.279 15.035 24.360  0.673
H154 14.797 13.109 20.986  0.531
H155 14.223 14.856 20.745  -0.552
H156 12.680 12.356 20.267  0.551
H157 12.456 13.982 19.564  -0.391
H158 11.174 12.946 21.953  0.364
H159 10.771 14.408 21.068  0.660
H160 11.753 14.635 23.560  0.346
H161 12.434 15.650 22.356  -0.455
H162 14.709 12.264 23.134  0.439
H163 13.054 12.052 22.736  0.981
H164 12.467 13.031 25.076  0.295
H165 14.236 13.226 25.400  0.164
H166 12.989 10.500 24.596  0.339
H167 13.231 10.994 26.253  0.397
H168 14.588 10.837 25.183  0.365
B1 19.614 15.095 15.569  -0.265
F1 19.831 16.129 14.642  -0.333
F2 20.487 15.224 16.618  -0.292
F3 18.300 15.176 15.991  0.316
F4 19.681 13.902 14.868  -0.309
C78 13.002 18.627 25.414  -1.588
C79 13.169 17.877 24.061  1.084
O1 14.220 18.065 23.417  -0.517
O2 12.275 17.052 23.776  -0.676
H169 11.978 18.410 25.777  0.389
H170 13.210 19.661 25.238  0.299
H171 13.606 18.242 26.242  0.370
C80 21.838 22.405 19.544  0.531
F5 21.988 21.306 18.798  -0.183
F6 21.540 22.071 20.754  -0.207
F7 22.907 23.140 19.543  -0.222
S1 20.403 23.455 18.864  0.818
O3 20.919 23.804 17.489  -0.752
O4 19.223 22.578 18.916  -0.324
O5 20.323 24.567 19.824  -0.566
C81 15.838 17.440 19.295  -0.706
F8 15.241 17.393 20.486  0.042
F9 16.659 18.457 19.275  0.163
F10 16.408 16.261 19.113  -0.002
S2 14.553 17.660 17.976  0.542
O6 13.611 16.591 18.327  -0.047
O7 14.034 19.026 18.082  -0.760
O8 15.206 17.354 16.712  -0.204